Version a
Below is a cluster of 5 separate species, C30H74N4 in total, with properties calculated with ωB97M-V/def2-TZVPD.

Structure (XYZ):
```
108
Properties=species:S:1:pos:R:3:mulliken_charge:R:1
C 6.918 -2.569 -1.295 -1.17
C 6.136 -3.582 -0.403 -0.63
N 7.060 -4.047 0.705 0.05
C 6.810 -3.281 2.017 -1.56
C 5.561 -3.764 2.775 -0.66
C 7.310 -5.541 0.810 -0.39
C 8.447 -5.924 1.743 -1.63
H 7.920 -2.752 -1.740 0.28
H 6.761 -1.718 -0.757 0.36
H 6.233 -2.317 -2.229 0.30
H 6.089 -4.442 -0.952 0.50
H 5.184 -3.272 -0.003 0.34
H 6.520 -2.290 1.858 0.44
H 7.510 -3.132 2.575 0.98
H 4.708 -3.851 2.009 0.16
H 5.009 -2.960 3.213 0.33
H 5.925 -4.630 3.428 0.19
H 7.399 -6.005 -0.146 0.42
H 6.255 -5.864 1.120 0.40
H 9.224 -5.294 1.553 0.40
H 8.501 -6.869 1.846 0.60
H 8.220 -5.684 2.792 0.28
C 0.606 1.502 -1.549 -0.82
C 0.584 0.616 -2.770 -1.18
N -0.585 0.805 -3.620 1.04
C -0.754 2.112 -4.357 -0.44
C 0.462 2.379 -5.223 -1.88
C -1.009 -0.418 -4.410 -0.80
C -1.702 -1.395 -3.611 -1.20
H -0.280 1.184 -1.054 0.05
H 0.562 2.630 -1.674 0.30
H 1.527 1.448 -0.976 0.44
H 0.606 -0.239 -2.264 0.50
H 1.458 0.777 -3.468 0.32
H -0.813 2.966 -3.742 0.32
H -1.635 2.159 -5.058 0.28
H 0.322 3.150 -5.942 0.49
H 0.702 1.617 -5.817 0.51
H 1.322 2.661 -4.702 0.40
H -0.084 -0.878 -4.934 0.29
H -1.578 -0.066 -5.252 0.55
H -2.208 -2.157 -4.123 0.46
H -2.443 -0.890 -3.074 -0.01
H -1.075 -1.923 -2.935 0.46
C -4.790 0.853 3.202 -1.38
C -3.649 0.523 2.311 -0.10
N -2.717 -0.712 2.787 0.26
C -2.278 -1.632 1.673 -1.06
C -1.467 -0.968 0.659 0.44
C -1.730 -0.325 3.754 0.70
C -1.403 -1.494 4.642 -1.69
H -5.619 0.200 3.248 0.38
H -4.954 1.889 3.225 0.42
H -4.303 0.656 4.215 0.33
H -3.096 1.357 1.870 0.05
H -4.039 0.186 1.461 0.17
H -3.164 -2.140 1.220 0.32
H -1.740 -2.523 2.041 0.33
H -0.630 -0.515 1.156 0.12
H -1.938 -0.158 0.027 -0.44
H -1.191 -1.735 -0.176 0.20
H -2.127 0.497 4.470 0.44
H -0.896 0.142 3.275 -0.88
H -0.614 -1.035 5.260 0.43
H -1.178 -2.442 4.287 0.36
H -2.399 -1.865 5.040 0.34
C -5.294 2.350 -5.046 -1.00
C -5.089 1.198 -3.988 -0.20
N -5.173 1.719 -2.659 0.13
C -5.931 0.900 -1.592 -1.23
C -5.220 -0.467 -1.216 -0.01
C -3.882 2.070 -2.175 -0.03
C -3.655 3.050 -0.979 -1.04
H -6.223 3.039 -5.147 0.30
H -4.928 1.764 -5.986 0.32
H -4.334 3.061 -4.923 0.14
H -4.043 0.519 -3.941 -0.04
H -5.757 0.426 -4.203 0.59
H -6.782 0.578 -1.927 0.64
H -6.245 1.455 -0.784 0.58
H -4.371 -0.351 -0.966 -0.78
H -5.334 -0.983 -2.130 0.42
H -5.736 -1.112 -0.573 0.48
H -3.315 2.494 -2.908 0.54
H -3.060 1.308 -1.961 -0.29
H -3.938 2.522 -0.113 0.04
H -4.449 3.779 -1.125 0.32
H -2.550 3.435 -0.750 0.10
C 3.150 0.337 3.738 -1.22
C 2.081 0.938 2.875 0.23
C 1.402 2.214 3.239 -1.12
C 0.367 2.764 2.285 0.35
C -0.279 4.111 2.676 -1.25
C -1.237 4.685 1.689 -0.78
H 2.570 0.055 4.757 0.23
H 3.927 0.982 3.933 0.44
H 3.459 -0.660 3.306 0.19
H 1.090 0.245 2.722 0.08
H 2.362 1.246 1.866 0.16
H 2.001 3.081 3.412 0.62
H 0.863 2.028 4.202 0.22
H -0.352 1.952 2.237 -0.16
H 0.795 2.851 1.391 0.44
H 0.595 4.611 2.883 0.49
H -0.721 4.172 3.545 0.71
H -1.956 4.044 1.185 -0.04
H -0.759 5.150 0.802 0.31
H -1.802 5.449 2.318 0.31
```

Properties
SMILES: CCN(CC)CC.CCN(CC)CC.CCN(CC)CC.CCN(CC)CC.CCCCCC

Version b
Below is a structure of composition C30H74N4, with properties calculated with ωB97M-V/def2-TZVPD.

Structure (XYZ):
```
108
Properties=species:S:1:pos:R:3:mulliken_charge:R:1
C 168.086 110.353 79.117 -1.44
C 168.005 109.679 80.470 -1.40
N 168.968 110.320 81.462 0.89
C 169.151 111.794 81.475 -0.07
C 167.876 112.601 81.880 -1.60
C 168.785 109.735 82.811 -1.00
C 169.026 108.211 82.849 -1.65
H 169.050 110.047 78.795 0.36
H 167.808 111.401 79.065 0.19
H 167.523 109.705 78.418 0.46
H 168.038 108.793 80.321 1.12
H 167.080 109.997 80.854 0.55
H 169.571 112.160 80.500 -0.08
H 169.896 111.957 82.247 0.12
H 167.188 112.394 81.143 0.41
H 168.266 113.531 81.766 0.57
H 167.404 112.566 83.133 0.17
H 167.721 109.789 83.116 0.27
H 169.363 110.084 83.503 0.81
H 168.859 108.054 83.760 0.77
H 170.007 107.859 82.537 0.07
H 168.130 107.743 82.334 0.46
C 175.932 104.587 80.012 -1.28
C 174.999 105.892 80.245 -0.21
N 175.094 106.558 81.611 0.31
C 176.409 106.923 82.021 -1.15
C 176.957 108.160 81.271 -0.65
C 174.113 107.550 81.838 1.30
C 172.715 106.984 82.093 -1.95
H 175.761 104.043 79.210 0.52
H 175.692 104.006 80.940 0.31
H 177.050 104.866 80.268 0.20
H 173.880 105.577 80.024 0.32
H 175.214 106.655 79.492 0.19
H 177.165 106.271 82.113 0.72
H 176.311 107.445 82.945 0.40
H 178.121 108.196 81.201 0.28
H 176.561 109.010 81.002 0.22
H 176.791 108.069 80.070 0.19
H 174.062 108.250 80.980 -0.24
H 174.425 108.466 82.551 -0.75
H 171.970 106.897 81.302 0.42
H 172.239 107.710 82.516 0.32
H 172.809 106.129 82.712 0.36
C 172.599 110.848 80.553 -0.59
C 174.037 110.739 79.997 -0.56
N 174.472 112.017 79.438 0.88
C 175.948 112.212 79.583 -0.84
C 176.919 111.183 78.759 -1.08
C 174.001 112.408 78.156 -0.19
C 173.891 113.966 78.059 -1.29
H 171.866 110.938 79.672 0.27
H 172.286 111.621 81.293 0.04
H 172.368 109.814 80.848 0.04
H 174.263 109.980 79.224 0.65
H 174.686 110.532 80.941 -0.22
H 176.188 112.025 80.614 0.25
H 176.358 113.158 79.253 0.52
H 177.207 110.323 79.226 0.26
H 177.780 111.780 78.449 0.38
H 176.336 110.919 77.805 0.21
H 172.892 112.039 77.979 0.23
H 174.667 112.263 77.217 0.18
H 173.175 114.249 78.904 -0.23
H 173.486 114.193 77.246 0.90
H 175.023 114.475 77.880 0.26
C 167.109 116.673 79.716 -0.95
C 168.122 116.328 78.675 -0.57
N 169.216 115.584 79.470 0.72
C 169.819 114.328 78.903 -0.12
C 170.561 114.675 77.496 -1.52
C 170.237 116.607 80.011 -0.65
C 171.268 115.943 80.843 -1.83
H 167.683 117.306 80.531 0.17
H 166.687 115.709 80.159 0.18
H 166.293 117.367 79.415 0.40
H 168.194 117.293 78.324 0.33
H 167.774 115.682 77.814 0.31
H 169.198 113.505 78.650 0.15
H 170.643 113.987 79.404 -0.01
H 169.707 114.963 76.630 0.19
H 171.096 113.901 77.146 0.72
H 171.393 115.338 77.492 0.39
H 169.911 117.220 80.982 0.28
H 170.527 117.462 79.527 0.47
H 171.746 116.674 81.282 0.87
H 172.089 115.547 80.312 0.24
H 170.973 115.372 81.682 0.33
C 174.751 115.205 82.787 -1.93
C 175.021 113.917 83.680 -1.80
C 174.244 112.672 83.307 1.24
C 174.704 111.606 84.318 -1.01
C 173.859 110.243 84.094 0.85
C 172.444 110.263 84.777 -1.52
H 175.176 115.918 83.018 1.21
H 173.771 115.603 82.923 0.35
H 175.181 115.051 81.652 0.10
H 175.173 114.335 84.558 0.92
H 176.049 113.706 83.690 0.68
H 174.306 112.472 82.323 -0.47
H 173.206 112.855 83.681 -0.03
H 174.594 111.901 85.472 0.28
H 175.902 111.337 84.268 0.27
H 174.356 109.371 84.403 0.70
H 173.710 110.239 82.955 -0.81
H 171.890 111.012 84.369 0.20
H 172.384 110.651 85.805 0.37
H 171.995 109.292 84.643 0.44
```

Looking at the structures above, version a is most stable, and the difference to the next one is 0.1650 hartree.